Entry 1:
{
  "formula": "C16H18Cl5F6N7O4S3Tc",
  "method": "ωB97M-V/def2-TZVPD",
  "elements": ["Tc", "C", "C", "N", "C", "C", "S", "C", "C", "N", "H", "H", "H", "H", "H", "H", "H", "H", "H", "H", "H", "H", "H", "H", "Cl", "C", "C", "C", "Cl", "C", "Cl", "C", "Cl", "C", "Cl", "F", "C", "F", "F", "S", "O", "O", "N", "S", "O", "O", "C", "F", "F", "F", "N", "C", "N", "N", "C", "N", "H", "H", "H", "H"],
  "coordinates": [[0.14991, -0.29076, 0.14536], [0.43759, 1.91681, 2.17237], [1.89994, 1.57704, 1.97108], [2.02273, 0.23976, 1.34592], [3.25957, 0.05797, 0.55995], [3.19407, 0.74848, -0.80121], [1.51154, 0.96515, -1.48453], [1.10177, 2.68355, -0.99238], [-0.09703, 2.84367, -0.06412], [-0.30964, 1.70547, 0.89065], [-0.00714, 1.27556, 2.92908], [0.31558, 2.95114, 2.49705], [2.38656, 2.30057, 1.31997], [2.43180, 1.61128, 2.92413], [2.03235, -0.46030, 2.08367], [4.12328, 0.43178, 1.11612], [3.39905, -1.00825, 0.41525], [3.64460, 1.74092, -0.81335], [3.72280, 0.13904, -1.53381], [2.01311, 3.10137, -0.57256], [0.90524, 3.21896, -1.92083], [0.01968, 3.76150, 0.51575], [-1.01023, 2.93910, -0.64467], [-1.30371, 1.70409, 1.11739], [-1.64467, -3.23269, 0.53654], [-2.35123, -1.99390, -0.45305], [-1.67334, -0.79746, -0.76340], [-2.28072, -0.01476, -1.75794], [-1.45492, 1.35492, -2.43428], [-3.52296, -0.29654, -2.31477], [-4.21735, 0.72889, -3.49448], [-4.20587, -1.44275, -1.90630], [-5.74020, -1.79663, -2.54970], [-3.60082, -2.30911, -0.99270], [-4.41245, -3.75682, -0.56841], [1.19359, -4.87786, -2.88908], [0.50211, -4.21168, -1.99212], [-0.77600, -4.18587, -2.32381], [0.64106, -4.74289, -0.79597], [1.09842, -2.40680, -2.03064], [0.96319, -2.00462, -0.53381], [0.19114, -1.69103, -2.86614], [2.55345, -2.27622, -2.50571], [3.76908, -3.04888, -1.73873], [4.61323, -2.08586, -1.09452], [3.30426, -4.18537, -1.00639], [4.71444, -3.64506, -3.21019], [5.75024, -4.32895, -2.74998], [3.95058, -4.42363, -3.95642], [5.13166, -2.61011, -3.92108], [-1.10674, -3.85063, 4.23241], [-1.55064, -2.70188, 4.73831], [-2.08907, -2.65797, 5.94516], [-1.47140, -1.54572, 4.07086], [-0.94384, -1.27388, 2.97022], [-0.50787, -0.93544, 1.93516], [-1.21367, -4.72258, 4.72686], [-0.79374, -3.89918, 3.27686], [-2.21702, -3.48077, 6.51126], [-2.41485, -1.77384, 6.30041]],
  "lumo_ev": [-6.5, -8.2],
  "homo_lumo_gap_ev": [7.7, 5.9],
  "multiplicity": 4,
  "total_charge": 2,
  "e_tot_ev": -149111.0656
}

***

Entry 2:
{
  "formula": "C4H7N3",
  "method": "ωB97M-V/def2-TZVPD",
  "elements": ["C", "C", "C", "C", "N", "N", "N", "H", "H", "H", "H", "H", "H", "H"],
  "coordinates": [[0.25071, 1.95239, -0.19645], [-1.08084, 0.13585, -0.05232], [0.94725, -0.19903, 0.14757], [-2.00672, -0.87956, 0.01750], [-0.96742, 1.38857, -0.20803], [1.24140, 1.07613, 0.04031], [1.78680, -1.19527, 0.10572], [0.31263, 3.05963, 0.00157], [-1.85067, -1.80751, 0.60019], [-1.89168, -1.35271, -1.00006], [-3.02383, -0.41655, 0.12393], [2.11972, 1.52403, 0.03795], [1.40704, -2.15930, 0.32014], [2.75561, -1.12666, 0.06198]],
  "lumo_ev": -12.1,
  "homo_lumo_gap_ev": 8.5,
  "total_charge": 2,
  "e_tot_ev": -8709.9220
}

***

Entry 3:
{
  "formula": "C32H64O29S2",
  "method": "ωB97M-V/def2-TZVPD",
  "elements": ["C", "C", "O", "C", "O", "O", "C", "H", "H", "H", "H", "H", "H", "H", "H", "C", "C", "O", "C", "O", "O", "C", "H", "H", "H", "H", "H", "H", "H", "H", "C", "C", "O", "C", "O", "O", "C", "H", "H", "H", "H", "H", "H", "H", "H", "C", "C", "O", "C", "O", "O", "C", "H", "H", "H", "H", "H", "H", "H", "H", "C", "C", "O", "C", "O", "O", "C", "H", "H", "H", "H", "H", "H", "H", "H", "C", "C", "O", "C", "O", "O", "C", "H", "H", "H", "H", "H", "H", "H", "H", "C", "C", "O", "C", "O", "O", "C", "H", "H", "H", "H", "H", "H", "H", "H", "C", "C", "O", "S", "O", "O", "O", "H", "H", "H", "H", "C", "C", "O", "S", "O", "O", "O", "H", "H", "H", "H"],
  "coordinates": [[-2.53550, 6.82090, -5.32828], [-2.88134, 6.78524, -3.89284], [-2.09200, 5.84226, -3.25221], [-2.07826, 5.65427, -1.94912], [-2.92268, 6.04876, -1.13160], [-1.09796, 4.81531, -1.71655], [-1.02945, 4.10891, -0.51604], [-1.48587, 7.09700, -5.42903], [-3.05421, 7.63112, -5.84072], [-2.81620, 5.94381, -5.91138], [-3.90224, 6.43827, -3.73323], [-2.80419, 7.74742, -3.38653], [-1.46896, 4.74881, 0.24911], [0.02332, 3.88642, -0.34204], [-1.56885, 3.16194, -0.53568], [-1.94942, 1.55321, -0.99467], [-1.70203, 0.18289, -0.36745], [-1.10301, 0.23388, 0.88600], [0.22694, -0.10227, 0.99181], [0.97459, -0.37063, 0.04593], [0.57876, -0.31989, 2.21994], [1.92777, -0.71879, 2.43877], [-2.29182, 2.22969, -0.21157], [-2.73571, 1.54309, -1.74948], [-1.06302, 1.95536, -1.48525], [-1.21717, -0.33704, -1.19369], [-2.63999, -0.34869, -0.20697], [2.69265, -0.00812, 2.12573], [2.19190, -1.62826, 1.89912], [2.09508, -0.88824, 3.50244], [3.80384, -1.84003, 3.79588], [3.49597, -0.47576, 4.45237], [2.40306, -0.63038, 5.28415], [2.11830, 0.45269, 6.08022], [2.71421, 1.58152, 6.14808], [1.11590, 0.13388, 6.92145], [0.65806, 1.04578, 7.83231], [3.82419, -2.79975, 4.31223], [4.76389, -1.85440, 3.27993], [3.02988, -1.87018, 3.02896], [3.32951, 0.25080, 3.65707], [4.38959, -0.14700, 4.98289], [0.00841, 1.77083, 7.34206], [1.42983, 1.67058, 8.28188], [0.13318, 0.45032, 8.57932], [-0.46438, -2.67596, 0.53402], [-0.64192, -3.00848, -0.97464], [-2.02950, -3.01410, -1.41267], [-2.29423, -3.01840, -2.65603], [-1.47896, -3.06225, -3.59568], [-3.58756, -3.04320, -2.80476], [-4.29158, -3.42031, -3.91881], [-0.66087, -3.42705, 1.29910], [-1.05810, -1.78277, 0.72849], [0.57059, -2.41976, 0.76052], [-0.19765, -3.92426, -1.36458], [-0.09704, -2.24410, -1.52865], [-5.33279, -3.12670, -3.78549], [-4.18229, -4.45893, -4.23093], [-3.91200, -2.84936, -4.76618], [-1.40915, -3.01348, 3.54610], [-0.08538, -2.36203, 3.32536], [0.58344, -2.75247, 2.12729], [1.89704, -3.13293, 2.10807], [2.58446, -3.28764, 3.14243], [2.23785, -3.36814, 0.84697], [3.39749, -3.99592, 0.35798], [-1.16766, -4.07634, 3.55643], [-2.11898, -2.75962, 2.75883], [-1.93074, -2.78235, 4.47488], [0.59561, -2.29878, 4.17409], [-0.33417, -1.32009, 3.12397], [4.24772, -3.32162, 0.46062], [3.11343, -4.21626, -0.67103], [3.65860, -4.96004, 0.79431], [3.04781, -0.24480, 0.01504], [3.56490, -1.15051, 1.18331], [4.61101, -2.02464, 0.88462], [5.97589, -1.62851, 1.05337], [6.27134, -0.54678, 1.48374], [6.84397, -2.67016, 0.71154], [8.17723, -2.76782, 1.11511], [2.52824, -0.79755, -0.76765], [3.93991, 0.19692, -0.42898], [2.42049, 0.56200, 0.39404], [2.70113, -1.67198, 1.59570], [3.98316, -0.52459, 1.97159], [8.45527, -3.81531, 1.23147], [8.30624, -2.53077, 2.17117], [8.88880, -2.20271, 0.51309], [-3.81654, -0.68624, -7.44686], [-4.60210, -0.37800, -6.15885], [-3.85962, -0.91260, -5.11880], [-3.06251, -0.07515, -4.44298], [-3.17665, 1.15977, -4.39981], [-2.40252, -0.78181, -3.48291], [-1.39824, -0.24502, -2.68645], [-4.25398, -0.18745, -8.31170], [-3.93469, -1.73956, -7.70117], [-2.80454, -0.31369, -7.28824], [-5.62673, -0.74377, -6.22558], [-4.73850, 0.68352, -5.95228], [-1.73573, 0.50246, -1.96849], [-0.65114, 0.24363, -3.31188], [-0.73057, -0.95881, -2.20394], [4.32425, 2.36024, 4.28442], [4.32446, 3.68373, 3.45100], [3.28615, 3.54698, 2.48168], [2.58774, 2.01210, 2.44543], [3.28103, 1.13054, 1.52642], [1.13688, 2.10684, 2.47691], [3.11574, 1.72409, 3.96872], [4.22915, 2.54752, 5.35398], [5.14533, 1.68774, 4.03609], [5.28759, 3.62270, 2.94429], [4.32973, 4.65987, 3.93600], [-6.23683, 1.20623, -2.88588], [-5.82770, -0.06844, -3.65358], [-4.79530, -0.76934, -2.99765], [-4.63363, -0.17870, -1.47497], [-3.21595, -0.17577, -1.17344], [-5.57322, -0.92532, -0.57347], [-5.24128, 1.29405, -1.93834], [-7.20763, 0.99021, -2.43980], [-6.23425, 2.10930, -3.49625], [-5.39758, 0.07700, -4.64451], [-6.70586, -0.71365, -3.62814]],
  "lumo_ev": 0.4,
  "homo_lumo_gap_ev": 8.4,
  "total_charge": 0,
  "e_tot_ev": -115223.3682
}

***

Entry 4:
{
  "formula": "C16H13FN4O2",
  "method": "ωB97M-V/def2-TZVPD",
  "elements": ["O", "F", "N", "N", "O", "C", "C", "C", "C", "C", "C", "C", "C", "C", "C", "C", "C", "C", "C", "C", "N", "N", "C", "H", "H", "H", "H", "H", "H", "H", "H", "H", "H", "H", "H", "H"],
  "coordinates": [[1.30945, 0.89493, 4.32524], [-4.80033, 0.49462, -2.53224], [1.21771, 3.71031, 4.06298], [0.76780, 3.53602, 1.86786], [1.76090, -1.38054, 3.12415], [1.20077, 1.43742, 3.20757], [1.09755, 2.88797, 3.05595], [0.65548, 4.79915, 2.18701], [1.85761, -2.83711, 0.54794], [1.56109, -3.23872, -0.80258], [1.40778, -1.56532, 0.77641], [0.89816, -2.19134, -1.37593], [1.17718, 0.59043, 2.00703], [1.42256, -0.75999, 1.97788], [-3.44914, -1.42653, -2.12668], [-2.45450, 0.59649, -3.06578], [-2.19003, -2.07487, -2.14822], [-1.21106, -0.05978, -3.11283], [-3.57988, -0.10898, -2.56730], [-1.06212, -1.38459, -2.66549], [0.94489, 4.93467, 3.53403], [0.79729, -1.18200, -0.41875], [0.28852, -2.04714, -2.75248], [1.58239, -0.74923, 3.83202], [0.42620, 5.59241, 1.51305], [2.28537, -3.50994, 1.31840], [1.86653, -4.16039, -1.29142], [0.97414, 1.12265, 1.08702], [-4.30193, -1.92181, -1.66379], [-2.48964, 1.60285, -3.50515], [-2.12898, -3.09630, -1.75074], [-0.32275, 0.42515, -3.54496], [0.95156, 5.81097, 4.07873], [0.36681, -0.27709, -0.60677], [0.97485, -1.44317, -3.36889], [0.19776, -3.02119, -3.20332]],
  "lumo_ev": -0.2,
  "homo_lumo_gap_ev": 7.9,
  "smiles": "O=C(/C=C(\\O)c1ccc(Cc2ccc(F)cc2)[nH]1)c1nc[nH]n1",
  "total_charge": 0,
  "e_tot_ev": -29575.3433
}

***

Entry 5:
{
  "formula": "C5H12N2O",
  "method": "ωB97M-V/def2-TZVPD",
  "elements": ["C", "C", "N", "C", "O", "H", "H", "H", "H", "H", "H", "H", "C", "C", "N", "H", "H", "H", "H", "H"],
  "coordinates": [[-1.72167, 0.63267, -0.90437], [1.92577, -0.14122, -1.48454], [-0.31024, 0.49612, -0.56154], [0.50663, -0.58319, -1.20425], [-0.05916, -1.41164, -1.90405], [0.15737, 1.38606, -0.40384], [-1.89453, 1.35807, -1.70096], [-2.12943, -0.32761, -1.21742], [-2.24085, 0.99261, -0.01501], [2.01741, 0.40101, -2.42958], [2.29682, 0.49857, -0.68181], [2.53385, -1.04531, -1.54270], [-0.91868, -0.78322, 2.01548], [0.24093, -0.07405, 1.36916], [0.69180, 1.03474, 1.86577], [1.55606, 1.36094, 1.43098], [0.96504, -0.89846, 0.83249], [-1.69141, -0.07520, 2.32199], [-1.32930, -1.50268, 1.30496], [-0.59641, -1.31820, 2.90923]],
  "lumo_ev": 0.6,
  "homo_lumo_gap_ev": 9.2,
  "smiles": "[H]/N=C/C.CNC(C)=O",
  "total_charge": 0,
  "e_tot_ev": -10405.1590
}

***

Entry 6:
{
  "formula": "C9H14",
  "method": "ωB97M-V/def2-TZVPD",
  "elements": ["C", "C", "C", "C", "C", "C", "C", "H", "H", "H", "H", "H", "H", "H", "H", "C", "C", "H", "H", "H", "H", "H", "H"],
  "coordinates": [[0.05967, 1.71165, -2.63446], [-1.28871, -0.27922, -1.92777], [-0.13493, 0.49582, -1.75107], [-1.49132, -1.44401, -1.19169], [0.78881, 0.07584, -0.80708], [-0.49423, -1.84854, -0.29957], [0.68875, -1.14343, -0.15315], [-1.98459, -0.02428, -2.72117], [-2.31411, -2.06892, -1.50129], [0.28629, 1.35490, -3.64861], [0.87169, 2.29271, -2.17111], [1.72512, 0.63538, -0.85387], [-0.74054, -2.75372, 0.24360], [1.50073, -1.47841, 0.47079], [-0.75009, 2.44297, -2.60586], [-0.37335, 0.10315, 2.64406], [1.13701, 0.41711, 2.76098], [-0.82222, 0.14403, 3.65071], [-0.83762, 0.75304, 1.91611], [-0.43665, -0.92927, 2.30891], [1.46223, 0.69190, 1.74714], [1.68401, -0.42533, 3.18959], [1.46403, 1.27663, 3.33477]],
  "lumo_ev": 1.0,
  "homo_lumo_gap_ev": 10.1,
  "smiles": "Cc1ccccc1.CC",
  "total_charge": 0,
  "e_tot_ev": -9559.5688
}

***

Asked for relative energy (zero: lowest compared OMol25 entry of this formula, charge and spin) across the records above, the calculation gives 0.00; 82.44; 3962.12; 0.00; 315.02; 59.11 kJ/mol in order.